Below is a single C4H6O2 molecule, with properties calculated with ωB97M-V with the def2-TZVPD basis set.

LUMO energy	0.3	eV
total energy	-8339.597	eV
multiplicity	1
frontier orbital gap	10.356	eV
energy relative to the best compared isomer or geometry (same formula, charge and spin)	19.92	kcal per mole

CARTESIAN COORDINATES (ANGSTROEM)
C (1.3027, 0.2985, -0.7309)
C (0.4730, 0.6315, 0.4925)
O (0.5297, 1.7202, 1.0206)
C (-0.5584, -0.4024, 0.9506)
C (-1.4998, -0.5195, -0.2298)
O (-1.6267, -1.4968, -0.9215)
H (0.9026, -0.5422, -1.3035)
H (2.3268, 0.0526, -0.4347)
H (1.3486, 1.1877, -1.3662)
H (-0.1353, -1.3862, 1.1765)
H (-1.0681, 0.0150, 1.8260)
H (-1.9950, 0.4415, -0.4796)

Forces on the atoms, in the same order (eV/Å):
0.0774 0.0001 -0.0581
0.0681 0.4549 0.0536
0.0462 -0.5345 -0.1508
-0.0153 -0.0490 0.0002
0.0226 -0.0838 -0.1429
-0.0473 0.2905 0.3245
0.0400 0.0903 0.1410
-0.1059 0.0293 0.0658
0.0241 -0.1248 0.1122
0.0845 0.1845 -0.1147
0.0353 -0.0951 -0.1947
-0.2296 -0.1624 -0.0361